C40H49BFeN16OS2 as an isolated structure, computed with ωB97M-V with the def2-TZVPD basis set.

The geometry in XYZ format:
```
110
Properties=species:S:1:pos:R:3:forces:R:3:lowdin_charge:R:1
Fe -0.43109 -0.23420 0.04408 0.237 0.132 -0.088 0.28
C 1.30702 -3.24134 -1.41750 0.049 0.083 -0.014 -0.03
C 0.31703 -3.29218 -0.30129 -0.162 0.048 -0.095 -0.31
C 0.01766 -4.44419 0.42593 -0.088 -0.062 0.027 0.00
C -0.98637 -4.07708 1.29156 -0.043 -0.057 -0.078 -0.03
N -1.25943 -2.78433 1.08397 -0.021 0.094 -0.009 0.04
N -0.46468 -2.27776 0.11084 0.323 -0.071 0.231 0.03
B -2.28972 -1.92871 1.84951 0.111 0.017 0.088 -0.66
N -3.11218 -1.08721 0.86261 -0.128 -0.117 -0.099 0.05
C -4.43792 -0.89904 0.81398 -0.019 0.091 -0.061 -0.04
C -4.69192 0.12520 -0.06939 0.009 -0.043 0.120 0.00
C -3.43621 0.53609 -0.52542 -0.019 -0.006 -0.164 -0.32
C -3.21758 1.62798 -1.51996 0.040 -0.047 -0.105 -0.01
N -2.47965 -0.21003 0.03787 0.066 -0.022 0.243 0.04
N -1.49902 -0.92066 2.72435 0.011 0.039 -0.147 0.04
C -1.62938 -0.54200 4.00004 -0.010 0.039 0.055 -0.05
C -0.63355 0.36722 4.28443 -0.066 -0.036 0.026 0.00
C 0.07635 0.51580 3.09100 0.021 0.005 0.003 -0.33
C 1.25511 1.40813 2.90234 0.036 0.045 -0.015 -0.06
N -0.47265 -0.24961 2.13740 -0.023 0.011 -0.110 0.04
N -3.14934 -2.86614 2.66999 -0.053 0.056 0.001 -0.02
C -2.93752 -3.41264 3.89526 0.058 -0.081 0.046 -0.09
C -3.79157 -4.47401 4.04028 0.041 0.031 -0.001 -0.02
C -4.49957 -4.53351 2.81954 0.024 0.015 0.000 -0.35
C -5.54875 -5.51138 2.40383 -0.022 -0.013 -0.007 -0.03
N -4.09750 -3.57820 2.00133 -0.078 0.015 -0.001 0.12
H 1.46044 -4.25291 -1.79050 0.011 0.001 0.021 0.09
H 0.95992 -2.63898 -2.25435 -0.003 0.007 0.006 0.06
H 2.27650 -2.86491 -1.08737 -0.012 0.046 -0.011 0.07
H 0.45565 -5.41952 0.30354 0.004 0.010 -0.004 0.11
H -1.54574 -4.65287 2.01008 0.018 0.003 0.004 0.13
H -5.09660 -1.51570 1.39777 -0.001 -0.017 -0.008 0.12
H -5.64840 0.52756 -0.35540 0.004 -0.014 -0.004 0.11
H -3.92362 1.51197 -2.34277 -0.022 0.018 0.011 0.09
H -3.39338 2.60680 -1.06747 0.020 -0.008 0.008 0.09
H -2.22019 1.62169 -1.94394 -0.075 -0.036 0.002 0.04
H -2.41998 -0.92902 4.61938 0.026 -0.006 -0.010 0.12
H -0.43247 0.85218 5.22397 0.002 -0.013 -0.003 0.11
H 1.65067 1.67992 3.87986 -0.008 0.015 -0.001 0.09
H 2.05849 0.93295 2.34540 -0.001 -0.001 0.008 0.01
H 0.99376 2.33439 2.38585 0.010 -0.052 -0.012 0.04
H -2.17983 -3.04514 4.56623 -0.012 0.009 -0.024 0.11
H -3.89893 -5.11314 4.90024 0.004 0.003 -0.008 0.10
H -6.04331 -5.94330 3.27238 -0.001 0.009 0.002 0.08
H -6.29843 -5.02698 1.78046 0.010 -0.002 -0.008 0.08
H -5.11116 -6.32798 1.82751 -0.001 -0.002 0.008 0.08
S 1.86956 -0.14957 0.02560 -0.204 -0.253 -0.226 0.90
C 2.04530 -0.09425 -1.66051 -0.155 0.118 0.135 -0.75
N 3.24329 -0.18260 -2.19843 -0.035 -0.138 -0.052 0.06
N 3.40174 0.08815 -3.48485 0.009 -0.178 0.113 0.04
C 2.83304 1.14956 -4.21606 -0.111 0.206 -0.241 -0.24
C 2.21361 2.22907 -3.58969 0.104 -0.013 -0.057 -0.06
C 1.73228 3.27693 -4.35737 -0.013 -0.006 -0.002 -0.06
C 1.86440 3.26532 -5.74009 0.017 -0.018 -0.006 -0.07
C 2.50321 2.19651 -6.35353 -0.018 0.036 -0.030 -0.07
C 2.98993 1.14132 -5.59920 -0.058 -0.051 0.089 -0.02
N 0.93011 -0.11191 -2.52409 0.571 -0.275 0.029 0.07
N -0.16374 -0.31838 -1.97270 -0.485 0.129 0.124 0.00
C -1.20013 -0.55180 -2.93708 -0.084 -0.022 -0.006 -0.24
C -2.17518 -1.49577 -2.64262 -0.034 0.064 -0.066 -0.02
C -3.17257 -1.73891 -3.57548 0.016 0.001 0.012 -0.05
C -3.19862 -1.03500 -4.77086 -0.013 -0.016 -0.011 -0.06
C -2.21118 -0.09802 -5.05579 0.002 0.000 -0.002 -0.06
C -1.19573 0.13891 -4.14733 -0.095 -0.028 0.033 -0.02
H 4.26029 -0.29182 -3.85047 0.072 0.071 0.003 0.15
H 2.13592 2.27273 -2.50984 0.066 -0.009 -0.095 0.06
H 1.25734 4.11806 -3.86661 0.012 0.004 -0.016 0.10
H 1.48170 4.08540 -6.33196 0.000 -0.003 0.002 0.11
H 2.62076 2.17724 -7.42888 -0.002 0.009 0.006 0.11
H 3.47835 0.30406 -6.08373 -0.008 -0.008 0.017 0.12
H -2.14156 -2.03959 -1.71042 0.002 0.018 0.018 0.10
H -3.93231 -2.47768 -3.35860 -0.002 0.002 -0.012 0.11
H -3.98868 -1.21788 -5.48736 0.003 0.000 0.007 0.11
H -2.23396 0.44904 -5.98904 0.000 -0.007 0.003 0.11
H -0.41978 0.86356 -4.35665 0.025 0.020 0.021 0.11
C 7.07315 2.70050 -1.90534 0.013 -0.015 -0.032 -0.07
C 5.74729 2.11682 -2.37714 -0.054 0.051 0.002 -0.24
N 4.72372 2.10102 -1.34372 0.199 0.057 -0.023 0.00
C 3.92941 3.11950 -0.98828 -0.193 0.148 0.160 -0.80
S 2.75792 2.87623 0.21699 0.211 0.133 0.020 0.72
N 4.05843 4.27988 -1.64683 0.131 -0.045 0.011 0.02
C 3.29448 5.49170 -1.36241 -0.007 -0.040 -0.039 -0.26
C 3.97573 6.38064 -0.33681 -0.009 0.026 0.030 -0.07
H 7.81169 2.66119 -2.70618 -0.004 0.008 0.001 0.08
H 7.45782 2.13743 -1.05561 -0.004 -0.001 -0.003 0.08
H 6.96579 3.74057 -1.59354 0.005 -0.007 0.009 0.07
H 5.87795 1.08365 -2.69960 0.079 0.001 0.063 0.11
H 5.36306 2.65270 -3.25087 -0.004 0.008 0.004 0.11
H 4.60267 1.26090 -0.80223 -0.011 -0.019 0.016 0.10
H 4.85515 4.38682 -2.25475 -0.038 0.001 -0.023 0.13
H 2.31397 5.18069 -1.00921 -0.016 0.015 0.010 0.06
H 3.15608 6.01402 -2.31027 0.025 0.018 0.009 0.12
H 4.07295 5.85604 0.61396 -0.001 -0.007 -0.008 0.07
H 3.38827 7.28467 -0.17451 -0.006 -0.009 -0.001 0.08
H 4.96964 6.68264 -0.67126 -0.005 -0.008 -0.008 0.08
N -1.55557 6.76466 1.03195 -0.002 0.003 -0.032 0.19
C -1.07420 6.12971 -0.06013 0.013 0.008 -0.011 -0.49
O -0.73250 6.71322 -1.06904 0.000 -0.020 0.019 0.07
C -0.96897 4.62423 0.01544 0.015 -0.052 -0.041 -0.10
C -0.34399 3.98281 -1.03942 -0.083 0.041 0.048 0.00
C -0.17873 2.61457 -0.99406 0.180 -0.117 -0.013 -0.17
N -0.60205 1.84586 0.01332 -0.085 0.081 0.095 0.02
C -1.25335 2.46519 1.00640 -0.130 -0.054 0.005 -0.11
C -1.44878 3.83367 1.05172 0.024 -0.010 -0.006 0.02
H -1.60719 7.76897 1.00130 0.007 0.004 0.012 0.12
H -1.73358 6.29981 1.90168 -0.005 -0.001 0.002 0.09
H 0.01730 4.56088 -1.87814 -0.012 0.000 0.020 0.11
H 0.32175 2.11873 -1.81365 -0.122 0.004 0.119 0.07
H -1.65029 1.83541 1.79095 0.039 0.008 -0.032 0.12
H -1.99058 4.23907 1.89516 0.000 0.002 0.000 0.12
```
Forces are in eV/Å.

Computed properties:
- charge = +1
- expectation value of S² = 0.836
- highest occupied orbital energy (spin up / spin down) (eV) = -10.24 / -10.24
- LUMO level (spin up / spin down) (eV) = -3.61 / -4.54
- HOMO-LUMO gap (spin up / spin down) (eV) = 6.63 / 5.70
- 2S+1 = 2
- energy (eV) = -124897.7456



One molecule with the formula C5H2ClN in a non-equilibrium geometry, computed with ωB97M-V with the def2-TZVPD basis set.

The geometry in XYZ format:
```
9
Properties=species:S:1:pos:R:3:forces:R:3:lowdin_charge:R:1
C -0.32084 0.97542 -0.00313 -0.541 -0.703 0.024 -0.36
C -1.12888 1.98581 -0.00353 0.026 0.239 0.002 0.29
C 1.03698 0.49146 -0.00096 0.604 0.028 0.015 -0.05
C 0.97915 -0.85723 -0.01107 0.008 0.813 0.029 -0.11
C -1.13078 -0.33765 -0.00572 1.124 0.469 -0.027 -0.78
N -0.32369 -1.31971 -0.01897 -0.761 -0.832 0.031 0.06
Cl -2.79549 -0.49665 0.02018 -0.838 -0.041 -0.017 0.75
H 1.90090 1.12607 0.02133 0.157 0.067 -0.026 0.10
H 1.78265 -1.56753 0.00187 0.221 -0.040 -0.031 0.11
```
Forces are in eV/Å.

Computed properties:
- highest occupied orbital energy (eV) = -9.60
- LUMO level (eV) = -1.08
- HOMO-LUMO gap (eV) = 8.52
- 2S+1 = 1
- energy (eV) = -19225.0054



A 2-piece molecular cluster, C10H16 overall in a non-equilibrium geometry, computed with ωB97M-V with the def2-TZVPD basis set.

The geometry in XYZ format:
```
26
Properties=species:S:1:pos:R:3:forces:R:3:lowdin_charge:R:1
C -2.62596 -1.08033 0.73284 0.856 -0.441 1.101 -0.06
C -1.82785 -0.14910 -0.13006 -0.741 0.275 0.343 -0.31
C -1.55607 -0.48858 -1.44740 0.458 -0.594 0.633 -0.07
C -0.79492 0.36645 -2.21642 0.580 0.620 0.420 -0.09
C -0.50210 1.61429 -1.69225 -0.294 1.334 -0.181 -0.11
C -0.97905 2.07629 -0.45287 0.440 -1.610 0.059 -0.08
C -1.46519 1.09181 0.42000 -0.263 0.426 -1.305 -0.06
H -3.04952 -1.95780 0.25534 -0.104 0.160 -0.455 0.07
H -3.40057 -0.55473 1.29254 -0.033 -0.055 -0.135 0.08
H -1.92655 -1.49430 1.47821 -0.275 0.049 0.095 0.08
H -1.76659 -1.52329 -1.70155 -0.197 0.244 -0.504 0.11
H -0.33744 0.13984 -3.16532 -0.261 -0.416 -0.197 0.10
H 0.10888 2.29968 -2.27566 -0.260 -0.024 -0.107 0.10
H -0.92030 3.11990 -0.17837 0.445 -0.057 0.187 0.10
H -1.58499 1.28313 1.47740 -0.436 0.113 0.012 0.11
C 2.21733 0.89611 0.79614 0.602 -0.756 0.089 -0.11
C 2.38915 -0.56788 1.13468 0.236 -1.787 1.735 -0.34
C 1.61549 -1.53861 0.27977 -0.302 -0.586 -2.184 -0.13
H 3.06265 1.36720 1.30005 -0.088 0.631 -0.493 0.07
H 2.24799 0.92574 -0.29816 0.149 0.750 0.202 0.07
H 1.29517 1.33210 1.17038 -0.098 -0.113 -0.133 0.05
H 3.43916 -0.89688 1.19911 -0.011 0.519 -0.718 0.10
H 2.13092 -0.78172 2.18494 -0.348 0.367 -0.075 0.10
H 1.95464 -2.56406 0.09077 0.564 -0.074 1.253 0.07
H 0.56103 -1.65620 0.53970 0.016 0.430 -0.125 0.06
H 1.71471 -1.25905 -0.79383 -0.633 0.595 0.483 0.07
```
Forces are in eV/Å.

Computed properties:
- SMILES = Cc1ccccc1.CCC
- highest occupied orbital energy (eV) = -8.82
- LUMO level (eV) = 1.01
- HOMO-LUMO gap (eV) = 9.83
- 2S+1 = 1
- energy (eV) = -10628.7097



One molecule with the formula C4H8N2O in a non-equilibrium geometry, computed with ωB97M-V with the def2-TZVPD basis set.

The geometry in XYZ format:
```
15
Properties=species:S:1:pos:R:3:forces:R:3:lowdin_charge:R:1
C 0.23203 -1.49004 -1.47972 0.073 -0.087 -0.129 -0.12
N -0.49941 -0.65994 -0.53173 0.150 -0.116 0.040 -0.09
C 0.23059 0.50714 -0.10519 -0.106 0.123 -0.038 -0.35
C 1.48863 0.18860 0.63341 0.740 -0.116 0.640 -0.18
N 2.44053 -0.03129 1.25441 -0.897 0.137 -0.609 0.15
C -0.68462 1.41546 0.75721 0.192 0.208 -0.150 -0.21
O -1.59561 0.66825 1.53520 0.170 -0.082 0.305 -0.05
H 1.29158 -1.66921 -1.20254 -0.383 0.021 -0.035 0.08
H -0.27563 -2.45775 -1.56791 0.153 0.244 -0.041 0.08
H 0.21160 -0.99754 -2.46270 0.073 -0.196 0.194 0.08
H -0.81404 -1.18200 0.28079 0.018 0.129 -0.198 0.11
H 0.53299 1.07074 -1.00152 -0.049 -0.071 0.239 0.15
H -1.27556 2.04179 0.07775 0.116 -0.185 0.176 0.12
H -0.05842 2.05539 1.39610 -0.191 -0.014 -0.267 0.13
H -1.22468 0.54039 2.41643 -0.059 0.007 -0.128 0.10
```
Forces are in eV/Å.

Computed properties:
- SMILES = CN[C@H](C#N)CO
- highest occupied orbital energy (eV) = -9.60
- LUMO level (eV) = 0.73
- HOMO-LUMO gap (eV) = 10.34
- 2S+1 = 1
- energy (eV) = -9304.4909